1.
C4H5N | ωB97M-V/def2-TZVPD

```
10
Properties=species:S:1:pos:R:3:forces:R:3:mulliken_charge:R:1
C 0.096650 -2.241193 -0.855290 2.4 0.5 1.9 -1.014
C 0.054382 -0.970463 -0.757845 -4.2 6.4 1.3 0.704
N -0.186364 0.228030 -0.484867 1.7 -5.3 -3.6 -0.407
C -0.700600 1.060246 0.486429 0.7 -2.3 -0.7 -0.058
C 0.166152 2.053772 0.492591 -0.7 1.9 5.5 -0.702
H 0.820793 -2.359226 -0.061968 0.6 -1.9 0.0 0.212
H -0.294767 -2.924521 -1.494926 -1.0 -1.7 -1.5 0.343
H -1.460863 0.515601 1.131502 0.6 2.0 -0.4 0.369
H 1.118997 2.072677 0.108851 1.3 -0.4 -2.6 0.315
H 0.385621 2.565079 1.435523 -1.5 0.9 0.1 0.238
```
Positions in Å, forces in eV/Å.

Calculated values
energy relative to the best compared isomer or geometry (same formula, charge and spin): 105.0 kcal/mol
lowest unoccupied orbital energy: 0.80 eV
orbital gap: 9.2 eV
HOMO: -8.42 eV
maximum force: 7.77 eV/A
net charge: 0

=====

2.
C4H5N | ωB97M-V/def2-TZVPD

```
10
Properties=species:S:1:pos:R:3:forces:R:3:mulliken_charge:R:1
C -0.003021 1.916141 0.267940 -2.5 1.3 0.1 -0.143
C -1.004223 1.139171 0.217935 0.4 0.2 0.4 -0.788
C 0.084725 0.121504 -0.050911 1.9 0.1 0.1 0.685
C 0.088502 -1.277191 0.399237 -0.1 -0.2 0.2 -0.414
N -0.047681 -0.917462 -1.035873 0.1 -0.2 -0.2 -0.573
H 0.459512 2.815692 -0.088728 0.8 -0.3 0.0 0.334
H 1.151328 0.574567 0.037374 -0.6 -1.1 -0.6 0.122
H -0.764451 -1.648393 0.959563 0.0 0.1 -0.2 0.259
H 1.045723 -1.725984 0.664456 -0.3 0.0 -0.1 0.234
H -1.010414 -0.998045 -1.370992 0.2 0.1 0.4 0.282
```
Positions in Å, forces in eV/Å.

Calculated values
energy relative to the best compared isomer or geometry (same formula, charge and spin): 140.4 kcal/mol
lowest unoccupied orbital energy: 0.73 eV
orbital gap: 10.1 eV
HOMO: -9.33 eV
maximum force: 2.85 eV/A
net charge: 0

=====

3.
C4H5N | ωB97M-V/def2-TZVPD

```
10
Properties=species:S:1:pos:R:3:forces:R:3:mulliken_charge:R:1
N 0.298984 0.966290 -0.186160 -0.1 -0.1 0.0 -0.079
C 1.138837 -0.138960 0.014633 0.1 0.1 -0.2 -0.110
C 0.389329 -1.373379 0.027663 -0.1 0.4 -0.1 -0.808
C -0.969043 -0.864081 -0.034706 -0.1 0.0 0.0 -0.232
C -0.982084 0.496097 -0.211428 0.1 -0.1 0.1 -0.366
H 0.564844 1.940069 -0.223610 0.0 -0.3 0.0 0.215
H 2.207555 -0.027528 -0.156196 -0.2 0.0 0.1 0.451
H 1.022469 -0.702503 1.098768 -0.1 0.0 0.0 0.190
H -1.859375 -1.485222 0.002472 0.2 0.2 0.0 0.372
H -1.811515 1.189221 -0.331436 0.2 -0.2 0.0 0.367
```
Positions in Å, forces in eV/Å.

Calculated values
energy relative to the best compared isomer or geometry (same formula, charge and spin): 73.3 kcal/mol
lowest unoccupied orbital energy: 0.79 eV
orbital gap: 9.1 eV
HOMO: -8.28 eV
maximum force: 0.39 eV/A
net charge: 0

=====

no.,electronic energy (eV)
1,-5714.29486
2,-5712.75954
3,-5715.66764